A 3-piece molecular cluster, C3H10O3S overall, computed with ωB97M-V with the def2-TZVPD basis set.

Last column: natural (NBO) charge in e.
Positions of all 17 atoms, in Å:
1 C 0.563 0.977 0.447  -0.0581
2 O 1.074 1.637 -0.762  -1.0397
3 C -0.157 -0.303 -0.122  -0.4410
4 C -0.099 -1.544 0.913  -0.5294
5 S -1.685 -2.476 0.849  -0.8163
6 H -0.178 1.595 1.019  0.1110
7 H 1.470 0.654 1.134  0.0876
8 H -1.194 -0.038 -0.426  0.1848
9 H 0.508 -0.455 -0.928  0.2157
10 H 0.670 -2.355 0.788  0.1747
11 H -0.080 -1.248 1.912  0.1683
12 H 3.753 0.669 -0.064  0.4447
13 H 2.827 1.467 -0.914  0.5248
14 O 3.747 1.106 -0.941  -1.0197
15 H -2.645 1.656 -0.536  0.4682
16 H -1.246 2.173 -0.928  0.5088
17 O -2.167 2.347 -1.056  -0.9845

- total energy (Ha) = -744.12567
- spin multiplicity = 1
- maximum force (eV/Å) = 3.37
- ΔE to the lowest compared entry with this formula, charge and spin (kcal/mol) = 37.75
- charge = -2
- frontier orbital gap (eV) = 5.556